DFT (ωB97M-V/def2-TZVPD) results for a 2-piece molecular cluster, C5H14 overall in a non-equilibrium geometry.

Cartesian coordinates (Å):
1 C -0.4995 -0.8251 -1.4495
2 C -0.6609 -0.3967 -2.9273
3 C 0.6200 0.0163 -0.7531
4 H -1.4710 -0.7817 -0.9739
5 H -0.1341 -1.8563 -1.4780
6 H -1.7328 -0.2396 -3.1084
7 H 1.2123 0.5168 -1.5354
8 H 0.2154 0.8383 -0.1818
9 H -0.5556 -1.2346 -3.6375
10 H -0.0198 0.4496 -3.1428
11 H 1.3554 -0.6576 -0.2914
12 C 0.6065 1.2210 2.2386
13 C -0.0861 -0.0878 2.7994
14 H 1.6040 1.0328 1.8719
15 H 0.0703 1.5709 1.3642
16 H 0.1859 2.0155 2.8938
17 H 0.6832 -0.6743 3.2976
18 H -0.8663 0.1437 3.4989
19 H -0.3431 -0.6004 1.8760

Results
HOMO in hartree: -0.39853
Calculated total energy in a.u.: -198.8365
Gap between HOMO and LUMO in eV: 11.990
Largest force on an atom in Eh/bohr: 0.06173

Here are the Mulliken charges for atoms 1 to 8, given in e: atom 1 (C): -0.255, atom 2 (C): -0.932, atom 3 (C): -1.150, atom 4 (H): 0.359, atom 5 (H): 0.237, atom 6 (H): 0.233, atom 7 (H): 0.444, atom 8 (H): 0.053

DFT (ωB97M-V/def2-TZVPD) results for a 9-piece molecular cluster, C33H62O11S8 overall in a non-equilibrium geometry.

Cartesian coordinates (Å):
1 O -0.8455 2.5926 2.4741
2 C -0.0865 1.6625 2.2941
3 C -0.4500 0.2341 2.7966
4 C -1.6420 0.1445 3.6562
5 C -2.0534 -1.1564 4.1633
6 C -1.2749 -2.3753 3.8676
7 C -0.0745 -2.2609 3.0225
8 C 0.3304 -0.9588 2.4670
9 C 1.5735 -0.8014 1.5418
10 O 2.1191 -1.8088 1.1368
11 C 2.0748 0.6355 1.2238
12 C 3.3501 0.9004 0.5469
13 C 3.8381 2.2589 0.2862
14 C 5.2106 2.5848 -0.3927
15 C 6.3827 1.6169 0.1162
16 C 7.3457 1.1515 -1.0536
17 O 8.6664 1.6689 -0.8149
18 C 3.0197 3.4280 0.6935
19 C 1.7356 3.1966 1.3435
20 C 1.2879 1.8300 1.6034
21 H -2.2346 1.0547 3.8894
22 H -2.9827 -1.1824 4.7851
23 H -1.6311 -3.3454 4.2832
24 H 0.4950 -3.1960 2.8097
25 H 3.9945 0.0486 0.2079
26 H 5.4994 3.6079 -0.0129
27 H 5.1648 2.6574 -1.5080
28 H 7.0001 2.1621 0.8808
29 H 5.9730 0.7125 0.6485
30 H 7.0067 1.5559 -2.0397
31 H 7.3561 0.0297 -1.1070
32 H 8.9580 1.4762 0.0929
33 H 3.3656 4.4743 0.4905
34 H 1.1173 4.0797 1.6217
35 C -6.4811 1.0429 1.5706
36 S -5.7132 -0.5186 2.0275
37 O -4.6230 -0.2137 3.0014
38 C -4.9288 -0.8191 0.4325
39 H -7.0022 1.4370 2.4416
40 H -5.7209 1.7536 1.2504
41 H -7.1977 0.8731 0.7681
42 H -4.2640 0.0074 0.1868
43 H -5.6932 -0.9284 -0.3380
44 H -4.3495 -1.7404 0.5006
45 C -9.9841 -2.0564 4.6337
46 S -8.7109 -1.7732 3.3924
47 O -8.9612 -0.4296 2.7933
48 C -9.3124 -3.0055 2.2226
49 H -9.8255 -1.3575 5.4536
50 H -10.9714 -1.8885 4.1991
51 H -9.9064 -3.0754 5.0094
52 H -10.3413 -2.7789 1.9388
53 H -9.2558 -3.9961 2.6760
54 H -8.6773 -2.9764 1.3374
55 C -4.8922 4.0810 -2.7847
56 S -5.1817 2.5931 -1.8102
57 O -6.1810 2.9363 -0.7557
58 C -3.5567 2.5678 -1.0280
59 H -5.8032 4.3127 -3.3354
60 H -4.6438 4.9143 -2.1257
61 H -4.0790 3.9013 -3.4890
62 H -3.3925 3.4973 -0.4804
63 H -2.7880 2.4385 -1.7913
64 H -3.5202 1.7302 -0.3351
65 C -1.9881 -2.1187 -4.6701
66 S -3.5796 -1.3367 -4.3584
67 O -3.3445 0.1339 -4.2755
68 C -3.7565 -1.9553 -2.6745
69 H -1.6540 -1.8367 -5.6677
70 H -1.2584 -1.7794 -3.9351
71 H -2.0962 -3.2026 -4.6188
72 H -2.9111 -1.6302 -2.0655
73 H -3.8107 -3.0449 -2.6910
74 H -4.6788 -1.5553 -2.2564
75 C 2.7701 -0.9923 -5.2611
76 S 2.5103 -2.5470 -4.3862
77 O 1.0404 -2.7164 -4.2062
78 C 3.1839 -1.9917 -2.8088
79 H 2.3805 -1.0989 -6.2729
80 H 2.2411 -0.1858 -4.7512
81 H 3.8378 -0.7736 -5.3056
82 H 2.6290 -1.1226 -2.4517
83 H 4.2388 -1.7410 -2.9311
84 H 3.0867 -2.8037 -2.0888
85 C -10.0121 -2.5629 9.0265
86 S -8.9320 -3.8593 8.3923
87 O -9.1203 -3.9120 6.9149
88 C -9.8528 -5.2367 9.1017
89 H -9.6423 -1.6027 8.6681
90 H -11.0302 -2.7175 8.6662
91 H -9.9925 -2.5739 10.1169
92 H -10.8808 -5.2248 8.7367
93 H -9.8383 -5.1631 10.1900
94 H -9.3705 -6.1646 8.7962
95 C 9.1400 4.6773 -5.1745
96 S 8.8777 3.1686 -4.2223
97 O 7.4113 3.0771 -3.9254
98 C 9.6926 3.7418 -2.7238
99 H 8.6705 4.5535 -6.1499
100 H 8.6882 5.5264 -4.6590
101 H 10.2099 4.8419 -5.3060
102 H 9.2072 4.6488 -2.3576
103 H 10.7462 3.9370 -2.9310
104 H 9.6075 2.9532 -1.9732
105 C 12.2409 -1.0717 -5.5041
106 S 10.7068 -0.2043 -5.1215
107 O 11.0079 1.2530 -5.1152
108 C 10.6098 -0.7391 -3.4027
109 H 12.5155 -0.8445 -6.5335
110 H 13.0343 -0.7371 -4.8342
111 H 12.0876 -2.1467 -5.3993
112 H 11.5048 -0.4244 -2.8638
113 H 10.5084 -1.8248 -3.3636
114 H 9.7325 -0.2774 -2.9489

Results
HOMO in hartree: -0.30064
Calculated total energy in a.u.: -5307.4285
Gap between HOMO and LUMO in eV: 7.454
Largest force on an atom in Eh/bohr: 0.05775

Here are the Mulliken charges for atoms 1 to 8, given in e: atom 1 (O): -0.667, atom 2 (C): 0.520, atom 3 (C): 0.321, atom 4 (C): -0.532, atom 5 (C): -0.317, atom 6 (C): -0.573, atom 7 (C): -0.532, atom 8 (C): 0.360

DFT (ωB97M-V/def2-TZVPD) results for one molecule with the formula C5H7N3O2 in a non-equilibrium geometry.

Cartesian coordinates (Å):
1 C 0.1246 1.8035 0.5522
2 C -0.0588 1.2170 1.8867
3 C 0.1910 1.0507 -0.5006
4 C -0.1113 -0.1605 1.9917
5 C -0.0408 -0.3525 -0.4567
6 N -0.2332 -0.9257 0.8219
7 N 1.1374 -1.2028 -1.3483
8 N -1.2322 -0.7859 -1.3455
9 O -1.2738 -0.2754 -2.4262
10 O -1.8229 -1.7319 -0.8855
11 H 0.3581 2.8456 0.3899
12 H 0.1864 1.8082 2.7296
13 H 0.4967 1.3935 -1.4048
14 H -0.1750 -0.8021 2.8588
15 H -0.3602 -1.8992 0.7459
16 H 1.9667 -0.6343 -1.3243
17 H 0.8473 -1.3482 -2.2849

Results
HOMO in hartree: -0.30821
Calculated total energy in a.u.: -509.3203
Gap between HOMO and LUMO in eV: 8.813
Largest force on an atom in Eh/bohr: 0.07524

Here are the Mulliken charges for atoms 1 to 8, given in e: atom 1 (C): -0.089, atom 2 (C): -0.855, atom 3 (C): -1.213, atom 4 (C): -0.153, atom 5 (C): 1.191, atom 6 (N): -0.172, atom 7 (N): -0.744, atom 8 (N): 0.868

DFT (ωB97M-V/def2-TZVPD) results for an isolated ion of composition C9H17BINO4PS and charge -1.

Cartesian coordinates (Å):
1 C -0.1482 -3.3231 -2.4216
2 C 0.5944 -2.1221 -2.9804
3 O 1.4972 -1.6323 -2.0226
4 C 1.4724 -0.2005 -1.8498
5 B 0.3019 0.2581 -0.8473
6 O 0.0616 1.7498 -0.7885
7 C 0.2701 2.1899 0.4820
8 P 1.9050 3.1717 0.5164
9 S 2.9664 3.2185 -1.1217
10 C 0.1968 0.9265 1.3883
11 C -1.0393 0.7686 2.2650
12 C -2.3764 0.3318 1.6789
13 C -2.3889 -1.0319 0.9825
14 I -3.3119 1.8572 0.4691
15 O 1.2834 1.1406 2.4726
16 C 1.6986 0.0761 3.0489
17 N 2.0532 -0.8634 3.6123
18 O 0.5122 -0.1085 0.6175
19 H -0.9408 -3.6471 -3.0966
20 H 0.5386 -4.1517 -2.2575
21 H -0.5925 -3.0388 -1.4699
22 H 1.1507 -2.4126 -3.8810
23 H -0.1356 -1.3589 -3.2557
24 H 2.4788 0.1207 -1.5780
25 H 1.2664 0.2797 -2.8141
26 H -0.7450 -0.2847 -1.2410
27 H -0.4708 2.9182 0.8333
28 H 1.4624 4.4642 0.8497
29 H 2.6857 2.8271 1.6234
30 H -0.8112 0.0227 3.0311
31 H -1.1802 1.7134 2.7922
32 H -3.0556 0.2806 2.5228
33 H -2.6274 -0.9484 -0.0707
34 H -1.4262 -1.5243 1.0668
35 H -3.1456 -1.6673 1.4434

Results
Total charge: -1
HOMO in hartree: -0.18028
Calculated total energy in a.u.: -1771.0177
Gap between HOMO and LUMO in eV: 7.261
Largest force on an atom in Eh/bohr: 0.01844

Here are the Mulliken charges for atoms 1 to 8, given in e: atom 1 (C): -1.008, atom 2 (C): -0.155, atom 3 (O): -0.417, atom 4 (C): -0.575, atom 5 (B): 1.162, atom 6 (O): -0.663, atom 7 (C): -0.478, atom 8 (P): 0.175

DFT (ωB97M-V/def2-TZVPD) results for C4H11N3 as an isolated structure in a non-equilibrium geometry.

Cartesian coordinates (Å):
1 C 0.4941 0.0995 -0.0358
2 C 1.9613 -0.2025 0.2418
3 C 0.2854 0.7298 -1.4158
4 N -0.3038 -1.3601 -0.1601
5 N -2.2450 0.0699 0.6641
6 C -1.3515 0.9207 1.1786
7 N -0.0602 0.8478 1.0017
8 H -0.0554 -1.9301 0.6420
9 H -0.0341 -1.8711 -0.9931
10 H -1.5358 -0.9174 0.1119
11 H -3.1754 0.1564 1.0469
12 H -1.6629 1.5694 1.9991
13 H -0.7786 0.8642 -1.6007
14 H 2.0688 -0.6682 1.2231
15 H 2.5181 0.7341 0.2519
16 H 2.3829 -0.8527 -0.5272
17 H 0.7744 1.7023 -1.4280
18 H 0.7177 0.1081 -2.2003

Results
HOMO in hartree: -0.29565
Calculated total energy in a.u.: -323.2406
Gap between HOMO and LUMO in eV: 8.981
Largest force on an atom in Eh/bohr: 0.03780

Here are the Mulliken charges for atoms 1 to 8, given in e: atom 1 (C): 1.281, atom 2 (C): -1.490, atom 3 (C): -1.500, atom 4 (N): -0.655, atom 5 (N): -0.548, atom 6 (C): -0.107, atom 7 (N): -0.764, atom 8 (H): 0.295